[1]
C22H45FNO7P | ωB97M-V/def2-TZVPD

Geometry (Å):
C (-1.56829, -3.76158, -3.69623)
H (1.02754, 3.24657, -5.03151)
H (2.06646, 1.79613, 3.06931)
C (0.71078, -4.98122, -4.97783)
C (-0.54057, 1.71376, -3.36014)
C (-0.36765, 1.23712, 9.50394)
O (3.02096, -1.90530, -1.73845)
O (-0.71143, 1.09654, -4.62413)
C (3.20222, -1.30351, -0.46737)
H (-1.20387, 1.71241, 10.02920)
H (0.47564, 1.92456, 9.57199)
H (-1.48805, -0.75732, 8.02218)
C (-1.12148, 3.99483, 2.35780)
H (-2.54311, 2.48771, -3.15749)
H (-1.32606, 2.32982, 1.01978)
H (-1.51774, -2.89791, -7.44526)
H (0.87737, 3.16573, -6.78350)
H (-0.53725, 4.60149, 1.66436)
C (-0.00287, -0.08024, 10.16671)
H (-1.34162, 2.70301, -5.77122)
C (-3.05769, 0.69602, 8.35439)
H (-2.16934, 4.28619, 2.27952)
H (2.35013, 0.65288, -0.88338)
H (1.05600, 1.55295, 5.32233)
P (-3.18846, -3.72907, -6.04566)
H (-0.78773, 4.22878, 3.36938)
N (-2.52367, -3.02164, -7.47045)
H (-3.84483, 0.02969, 8.00016)
H (0.85544, -0.53312, 9.66874)
H (2.99335, -1.67402, -3.73230)
O (1.62988, -5.52663, -5.53219)
H (3.05421, -2.10572, 0.25608)
H (1.19963, -0.52864, -0.26390)
C (-1.63873, -4.12418, -5.13564)
O (-3.55144, -5.25398, -6.54305)
H (-1.35344, 3.23492, -2.07510)
C (-0.96788, 2.51892, 2.03237)
H (-0.73067, 1.29137, -6.61320)
C (4.54608, -0.41242, -2.96456)
H (-0.24697, -3.67711, -1.93335)
C (-0.56810, -4.69589, -5.70080)
H (-3.30530, 1.71655, 8.05949)
C (1.07045, 2.19498, 3.26565)
C (-0.55737, 1.93777, -5.75223)
O (-0.64627, 1.13323, 8.11920)
C (-1.72116, 0.28162, 7.76316)
H (-1.58673, 1.91178, 2.70289)
O (0.37094, 2.05866, 2.04072)
O (-2.51812, -3.28241, -3.12037)
H (-0.69218, 0.92285, -2.62501)
H (4.76488, 0.23731, -2.11637)
H (-1.39690, 3.67268, -3.78056)
C (3.17085, -1.04815, -2.85683)
C (0.44283, 1.44611, 4.42751)
H (1.69808, -4.68154, -3.06088)
H (-0.55268, 1.82248, 4.66679)
H (1.59319, 1.81335, -5.89018)
H (2.38058, 0.22034, 0.82145)
H (0.24949, 0.08745, 11.21410)
H (4.23719, -0.96325, -0.34924)
H (1.20097, 3.25380, 3.51638)
H (-2.92814, -2.09556, -7.55666)
C (-1.51530, 2.84454, -3.08047)
H (-3.05538, 0.65417, 9.44416)
F (-0.55914, -5.06079, -6.97980)
H (-0.82403, -0.79732, 10.13521)
C (-0.29286, -3.98113, -2.97176)
H (-1.77493, 0.32727, 6.67499)
H (0.49516, 2.05474, -3.24365)
H (-4.37851, -5.19948, -7.04086)
H (4.60690, 0.19318, -3.86951)
C (0.81548, 2.57828, -5.86693)
C (0.75612, -4.53378, -3.57904)
H (0.34977, 0.38435, 4.19299)
H (2.38761, -0.28126, -2.85760)
C (2.22819, -0.17438, -0.18280)
H (5.31953, -1.18038, -3.00550)

Properties
SMILES string = NP(O)C1=C(F)C(=O)C=CC1=O.CCOCC.CCOCC.CCOCC.CCOCC
orbital gap = 7.4 eV

[2]
C22H45N2O2OsP3S | ωB97M-V/def2-TZVPD

Geometry (Å):
H (5.89604, -3.12412, -0.89717)
C (-3.08478, -2.69080, 2.74469)
H (-0.28607, 5.73694, -2.67168)
C (3.68338, -1.61946, 1.85769)
H (4.52174, -0.44001, -1.59290)
H (-2.41727, 4.97114, 1.46256)
H (-0.86042, 0.31600, 5.17612)
H (6.26333, -2.62518, 0.76985)
C (-0.59751, 0.85167, 4.25230)
C (1.36582, 0.17255, -2.88117)
H (-2.04701, 6.67830, 0.98406)
H (3.20091, -0.63701, 1.87258)
C (0.37951, -1.97478, 5.64246)
H (-1.12714, -2.11222, -2.90004)
H (-2.65767, -5.51171, 1.56803)
H (-3.93186, -3.15498, -0.17998)
N (-0.20082, -2.25944, 4.27788)
O (-2.35705, 1.45644, 0.51595)
C (-0.78616, 1.29468, -3.18432)
C (0.66596, 1.35182, -0.07793)
H (1.13171, 1.86058, 5.07278)
H (5.29297, -4.08205, 0.43615)
C (5.50151, -3.05307, 0.11981)
H (0.71073, 5.80662, -1.17295)
H (-1.21699, -2.76023, 6.85194)
C (-2.91477, -2.73044, -0.20305)
O (1.16554, 1.98078, 0.76636)
C (0.22322, 2.09017, 4.51208)
H (-1.36754, 2.21375, -3.27388)
H (3.69943, 0.27788, -0.19796)
H (-2.99997, -1.63772, -0.31480)
H (-0.68798, -3.14999, 4.18425)
C (-1.62034, 1.02185, -0.27421)
H (-1.53248, 1.11441, 3.72521)
H (-1.19883, -5.31248, 0.45521)
P (-1.51271, 5.07439, -0.72784)
H (-4.10408, -3.04060, 2.51850)
H (-3.47234, 6.24475, -1.45963)
H (2.44126, 0.21503, -2.75399)
H (-0.99079, -5.14499, 2.25149)
C (-3.08363, 5.23353, -1.60923)
C (-0.15785, -2.93048, 6.68063)
C (-1.68537, -5.00481, 1.40203)
H (-0.40774, 2.74948, 5.10425)
H (0.35063, -2.76726, 7.62698)
H (1.29377, -1.95819, -2.65178)
H (-0.51953, 7.10016, -1.49256)
H (-2.50825, -0.05550, -3.17090)
C (0.62549, 1.36014, -3.01352)
H (0.48814, 2.61423, 3.59077)
H (4.61211, -1.59054, 2.43613)
H (-2.67493, -3.13491, 3.67101)
C (-1.41299, 0.01502, -3.14888)
H (2.99174, -2.31210, 2.34500)
H (0.13342, -0.93660, 5.88687)
H (-2.90833, 5.01058, -2.67679)
N (0.19321, -0.12704, 3.40115)
P (-2.17149, -3.30277, 1.34332)
S (-0.45614, -1.99709, 1.56763)
C (-0.66190, -1.14078, -2.93635)
H (-3.04684, -1.58421, 2.79864)
H (-0.70371, 5.55311, 1.45382)
P (3.93358, -2.10802, 0.10136)
C (4.46955, -0.44761, -0.49901)
H (1.13110, 2.33939, -2.97086)
H (1.47890, -2.01174, 5.56344)
H (-2.38643, -3.06481, -1.11058)
H (0.44547, 0.31609, 2.50460)
Os (-0.17066, 0.32100, -1.47886)
C (0.71893, -1.05297, -2.83169)
C (-1.69277, 5.64558, 0.97136)
H (-3.77724, 4.48680, -1.18554)
C (-0.18043, -1.42874, 3.22505)
C (-0.27379, 6.04294, -1.61123)
H (-0.00726, -3.96788, 6.40146)
H (5.44502, -0.14239, -0.10156)

Properties
net charge = +4
spin multiplicity = 5
orbital gap (spin up / spin down) = 4.3 / 4.9 eV

[3]
C22H45N5O9P | ωB97M-V/def2-TZVPD

Geometry (Å):
C (2.55617, 2.94897, -3.62018)
H (-5.95305, 0.46922, -1.29647)
O (-0.39592, -3.61274, -0.70183)
H (6.66825, -1.76707, 2.28580)
H (-5.59435, -2.23644, 2.91992)
H (-4.11813, -2.20386, 1.92352)
H (2.48646, 2.95477, -5.74561)
C (-4.51504, -2.31058, -3.68050)
O (-5.26907, -1.42396, -1.51152)
C (2.17600, -0.36370, -1.68658)
C (2.63336, 3.67310, -4.93931)
H (3.65114, -1.52234, -0.55638)
C (-0.57670, 3.01480, -4.41785)
O (-3.97655, -3.20497, -1.55621)
C (0.22949, 3.66389, -3.31256)
O (-0.02072, -1.55539, -1.57697)
C (-4.97913, -1.62803, 2.26088)
H (4.84015, -1.55635, 1.00402)
H (-4.64041, -1.31698, -4.10447)
H (-5.10815, 0.20565, -2.80620)
O (1.38314, 2.87576, -2.97844)
N (4.00561, 3.89588, 2.46055)
P (4.19767, 1.38711, 4.22912)
H (-5.29116, -2.97485, -4.05990)
H (-4.81764, -0.81145, 6.10147)
H (-3.54114, -2.66870, -4.01103)
H (-0.86728, 2.00283, -4.13101)
N (4.27608, 1.45359, 2.48658)
C (1.26433, -1.38794, -0.95517)
H (3.62358, 4.11711, -5.02850)
H (-0.37126, 3.71173, -2.40523)
H (6.38075, -0.08918, 2.90409)
H (-1.89597, -0.88740, 0.11938)
C (-1.88251, -1.99939, 0.12941)
H (-4.09406, -3.18245, 5.96928)
H (5.52501, 1.30839, 4.74933)
H (-5.74860, -1.63710, 4.87106)
C (-4.54251, -2.33764, -2.17336)
H (6.04850, -1.18045, 4.89015)
C (-0.70560, -2.47246, -0.76564)
C (3.66792, -0.73815, -1.33813)
C (4.14645, 2.70572, 1.89204)
H (1.18947, -1.13567, 0.13080)
O (-4.22594, 0.61416, 2.21285)
O (3.35796, 0.27110, 4.72077)
C (-7.15988, -0.52816, -2.75643)
H (-7.59298, 0.38864, -3.15837)
H (-2.84496, -2.42859, -0.24618)
H (1.91909, 4.48688, -5.03596)
H (-7.85074, -0.95109, -2.02560)
N (5.63798, -1.70972, 4.12866)
H (4.42056, 4.08232, 3.36519)
C (-5.81999, -0.24250, -2.11050)
H (2.06355, -0.44450, -2.78824)
C (-4.49238, -0.34545, 2.88888)
H (0.51827, 4.68854, -3.55254)
H (5.65976, 0.25710, -1.16735)
C (4.57737, 0.48584, -1.02676)
H (1.77209, -2.38338, -0.99700)
H (-1.47798, 3.59357, -4.62286)
H (3.74085, -1.29301, 2.42863)
C (-4.74247, -1.30535, 5.13340)
H (4.09425, -1.22418, -2.24499)
H (4.34046, 1.30824, -1.74200)
N (4.44141, 0.48401, 1.59218)
H (3.56082, 4.68847, 2.01203)
C (5.94443, -1.11552, 2.82433)
C (4.65323, -0.94057, 1.89528)
H (-7.07221, -1.25295, -3.56682)
H (-5.60146, -1.37608, 1.40367)
O (-4.28328, -0.30359, 4.21700)
H (4.64293, -1.84383, 4.27168)
H (-3.64256, -2.96578, 4.27148)
N (4.23146, 2.40963, 0.56735)
H (-0.00277, 2.93067, -5.34146)
H (3.58983, 2.58679, 4.70257)
H (1.97787, 0.66748, -1.33103)
C (-3.76046, -2.45494, 5.22811)
H (-1.77207, -2.38401, 1.16577)
H (-2.77396, -2.08800, 5.51632)
O (3.51857, 2.37750, -3.16696)
C (4.40877, 1.07700, 0.36656)

Properties
net charge = +1
orbital gap = 8.5 eV